# C5H9N2

A structure of composition C5H9N2 in a non-equilibrium geometry (ωB97M-V with the def2-TZVPD basis set, OMol25).

Structure (XYZ):
```
16
Properties=species:S:1:pos:R:3:forces:R:3:nbo_charge:R:1
C -2.04032 0.87305 0.47802 0.5107 -0.2994 3.3432 0.260
C -0.81363 -1.04508 -0.20404 -0.7603 1.3758 -1.0109 -0.242
C -0.63111 0.32706 -0.79790 2.5561 -0.1227 -0.5656 0.202
C 1.49165 0.78656 -1.89761 -2.9562 1.1393 0.8538 -0.229
C 0.13663 0.31120 1.78987 2.7019 1.5130 0.7881 -0.429
N -1.93589 0.94513 -0.74996 -1.2141 1.2496 -2.9265 -0.382
N -0.74645 0.12795 0.71340 -1.3265 0.1278 -0.0958 -0.314
H -2.71682 1.17692 1.34870 0.7087 -0.4050 -1.7316 0.260
H -1.80858 -1.32914 -0.43131 -0.8019 -0.9622 0.4354 0.245
H -0.08968 -1.80544 -0.09081 0.9855 -0.3805 0.0538 0.252
H 1.64441 0.37972 -0.91723 1.2036 -0.1046 -0.1656 0.205
H 1.61599 1.88324 -2.11972 -0.2757 -1.2651 0.6675 0.236
H 1.32284 0.17503 -2.76979 0.1042 -0.3930 0.1417 0.219
H 1.07937 -0.25088 1.64921 -0.2427 0.6736 -0.3500 0.235
H 0.30380 1.41189 2.02046 0.0589 -1.2998 -0.7587 0.244
H -0.19665 -0.08122 2.69845 -1.2521 -0.8466 1.3212 0.240
```
Positions in Å, forces in eV/Å.

The spin multiplicity is 1. The total charge is +1. For the HOMO-LUMO gap (spin up / spin down), the calculation gives 9.22 / 9.22 eV.